Record 1
The following is a DFT calculation (ωB97M-V/def2-TZVPD) of 2 unconnected molecules or ions with the total composition C9H14 at a distorted geometry.

## Properties
structure (SMILES): Cc1ccccc1.CC
energy relative to the best compared isomer or geometry (same formula, charge and spin): 93.2 kJ/mol
electronic energy: -9559.2153 eV

Each line ends with the Mulliken charge.
Element x y z (Å)
C: 0.095 0.776 2.607  -0.29
C: 1.120 1.375 1.914  -0.55
C: 1.576 0.811 0.705  -0.41
C: -0.911 0.388 -2.203  -0.28
C: 1.225 -0.462 0.325  0.45
C: -0.473 -0.404 2.093  -0.52
C: -2.237 0.231 -1.328  -0.81
C: 1.752 -1.319 -0.809  -1.50
C: 0.098 -0.987 0.987  -0.19
H: -0.223 1.124 3.584  0.37
H: -0.297 -1.938 0.668  0.34
H: -2.439 1.274 -1.102  0.24
H: -0.558 1.386 -1.976  0.25
H: 2.532 -1.946 -0.378  0.39
H: -3.145 -0.127 -1.814  0.34
H: 2.172 -0.681 -1.582  0.38
H: -0.316 -0.430 -1.824  -0.31
H: 2.270 1.438 0.157  0.37
H: -1.291 0.324 -3.215  0.38
H: 1.007 -2.002 -1.192  0.38
H: -1.406 -0.753 2.512  0.38
H: -2.158 -0.330 -0.401  0.18
H: 1.606 2.250 2.273  0.40

Forces on the atoms, in the same order (eV/Å):
-0.1 -0.7 0.3
-0.3 -0.9 -0.8
0.9 0.7 0.6
-2.8 -0.9 1.4
-2.0 -0.6 -0.3
0.2 1.1 0.0
0.2 1.3 -0.3
0.8 0.9 0.8
0.3 -0.5 0.5
-0.1 0.3 -0.2
-0.1 -0.2 -0.3
-0.6 0.0 0.6
0.7 -0.2 -0.1
0.3 0.0 -0.2
0.3 -0.2 -0.5
0.1 -0.3 -0.2
0.8 0.2 -0.9
0.3 -0.4 -0.2
0.8 -0.2 -0.4
-0.3 0.1 -0.2
0.1 -0.4 0.2
0.4 0.1 0.0
0.1 0.7 0.2


Record 2
The following is a DFT calculation (ωB97M-V/def2-TZVPD) of 2 unconnected molecules or ions with the total composition C9H14 at a distorted geometry.

## Properties
structure (SMILES): Cc1ccccc1.CC
energy relative to the best compared isomer or geometry (same formula, charge and spin): 173.0 kJ/mol
electronic energy: -9558.3882 eV

Each line ends with the Mulliken charge.
Element x y z (Å)
C: -1.849 0.461 -0.104  -0.58
C: -0.347 -0.135 1.644  -0.69
C: 2.294 -0.827 -0.942  -0.23
C: -1.010 0.913 0.932  0.72
C: 2.294 0.196 -2.194  -0.95
C: -0.801 2.358 1.309  -1.35
C: -1.659 -1.838 0.653  -0.37
C: -0.660 -1.443 1.480  -0.23
C: -2.171 -0.881 -0.301  -0.45
H: 1.568 -0.465 -0.244  -0.22
H: -1.787 2.615 1.639  0.38
H: -0.788 2.953 0.313  0.31
H: 1.966 1.085 -1.696  0.25
H: -2.324 1.150 -0.680  0.49
H: -2.204 -2.855 0.644  0.27
H: 1.438 -0.026 -2.797  0.27
H: 3.200 0.192 -2.712  0.36
H: 3.315 -0.782 -0.520  0.30
H: 0.139 2.519 1.808  0.38
H: -0.193 -2.390 1.906  0.25
H: 2.059 -1.842 -1.322  0.24
H: -2.819 -1.161 -1.130  0.39
H: 0.338 0.203 2.313  0.45

Forces on the atoms, in the same order (eV/Å):
1.0 -1.3 1.6
-1.7 2.2 -1.8
1.1 0.4 -2.4
0.8 -2.7 0.1
-2.0 -1.6 3.0
-0.7 -0.2 -4.0
-3.3 -0.1 -3.4
0.4 -3.6 0.9
0.7 -0.5 1.9
-0.4 -0.2 0.5
0.0 0.9 1.5
0.4 -0.8 1.5
0.7 1.3 -0.2
-1.2 2.0 -1.8
1.7 1.4 0.1
-0.2 -0.4 -0.8
1.2 0.4 -0.8
-0.6 -0.3 0.1
-0.3 0.3 0.8
0.0 2.0 0.4
0.2 0.5 0.6
0.0 0.0 0.4
2.2 0.5 2.0


Record 3
The following is a DFT calculation (ωB97M-V/def2-TZVPD) of 2 unconnected molecules or ions with the total composition C9H14 at a distorted geometry.

## Properties
structure (SMILES): Cc1ccccc1.CC
energy relative to the best compared isomer or geometry (same formula, charge and spin): 255.8 kJ/mol
electronic energy: -9557.5303 eV

Each line ends with the Mulliken charge.
Element x y z (Å)
C: -0.669 2.178 2.345  -0.66
C: 0.334 -0.263 -1.464  0.94
C: -0.883 -1.771 0.562  -0.51
C: -1.529 -1.689 -0.627  -0.53
C: 1.080 0.351 -2.596  -1.03
C: -0.941 -0.898 -1.623  -0.46
C: 0.835 2.320 2.264  -0.48
C: 0.423 -1.106 0.659  -0.38
C: 1.024 -0.425 -0.275  -0.52
H: 1.010 -0.392 -3.514  0.26
H: 1.381 3.232 1.814  0.29
H: 2.238 0.666 -2.422  0.29
H: -1.020 2.506 1.412  0.29
H: 0.912 -1.434 1.587  0.27
H: 0.264 1.195 -2.896  0.26
H: -1.392 -2.379 1.322  0.36
H: -1.049 2.540 3.403  0.28
H: 2.070 -0.099 -0.171  0.33
H: -1.384 -0.783 -2.622  0.33
H: 1.300 2.208 3.295  0.25
H: -2.558 -1.963 -0.736  0.36
H: 1.182 1.523 1.534  -0.07
H: -0.991 0.999 2.514  0.12

Forces on the atoms, in the same order (eV/Å):
-0.2 -2.7 3.9
-0.4 -1.7 -0.4
1.6 0.6 0.1
0.0 2.0 -0.8
-1.1 0.9 -2.8
1.7 1.1 -1.0
2.6 -0.6 -0.1
-3.2 -4.8 5.1
1.4 1.4 -2.0
0.5 1.5 1.7
-1.7 -0.7 0.7
-3.2 -0.5 -0.3
-1.6 0.7 -0.7
0.2 0.8 -0.3
2.8 -1.1 0.2
0.9 0.5 0.2
0.2 0.3 -2.7
-0.6 0.0 0.0
-0.1 -0.1 0.5
-0.3 -0.3 -1.4
-0.3 -0.7 -0.2
0.0 0.6 1.2
1.1 2.7 -0.9


Record 4
The following is a DFT calculation (ωB97M-V/def2-TZVPD) of 2 unconnected molecules or ions with the total composition C9H14.

## Properties
structure (SMILES): Cc1ccccc1.CC
energy relative to the best compared isomer or geometry (same formula, charge and spin): 17.3 kJ/mol
electronic energy: -9560.0021 eV

Each line ends with the Mulliken charge.
Element x y z (Å)
C: -1.549 1.334 -0.007  -0.34
C: 1.057 0.280 -2.576  -1.49
C: 0.208 -1.907 1.001  -0.60
C: 0.546 2.306 0.581  -0.39
C: -0.502 -2.728 2.083  -0.99
C: 1.129 1.717 -0.523  -0.45
C: -0.960 0.742 -1.117  -0.53
C: 0.380 0.928 -1.397  0.92
C: -0.812 2.150 0.834  -0.53
H: 2.161 1.954 -0.746  0.38
H: -1.482 -2.301 2.315  0.30
H: 1.497 1.014 -3.257  0.38
H: 1.118 -2.459 0.747  0.32
H: -0.654 -3.746 1.721  0.29
H: 0.341 -0.306 -3.151  0.36
H: 1.851 -0.387 -2.222  0.29
H: 0.080 -2.721 3.001  0.29
H: 0.344 -0.840 1.211  0.18
H: -1.307 2.611 1.676  0.37
H: -0.401 -1.815 0.100  0.22
H: -1.615 0.145 -1.747  0.31
H: -2.599 1.167 0.198  0.37
H: 1.170 2.861 1.276  0.35

Forces on the atoms, in the same order (eV/Å):
0.0 0.3 0.0
-0.1 -0.1 0.0
-0.5 -0.2 -0.4
0.0 0.2 0.5
-0.3 0.8 -0.3
-0.2 0.2 -0.2
-0.6 -0.1 0.1
0.4 0.1 -0.1
0.0 -0.4 -0.1
0.1 -0.3 0.0
0.1 -0.1 0.0
0.0 0.0 0.1
0.2 0.7 -0.1
0.1 0.0 0.2
0.0 -0.1 0.0
-0.1 0.1 -0.2
0.0 -0.2 0.1
0.5 -0.3 0.6
0.2 0.1 0.2
-0.1 -0.5 -0.1
0.4 -0.1 -0.1
0.0 0.0 -0.1
-0.1 0.1 -0.2


Record 5
The following is a DFT calculation (ωB97M-V/def2-TZVPD) of 2 unconnected molecules or ions with the total composition C9H14 at a distorted geometry.

## Properties
spin multiplicity: 2
expectation value of S²: 0.77
energy relative to the best compared isomer or geometry (same formula, charge and spin): 53.6 kJ/mol
net charge: +1
electronic energy: -9550.8858 eV

Each line ends with the Löwdin spin population.
Element x y z (Å)
C: -1.298 2.757 -1.297  0.00
C: 2.380 -0.578 1.095  0.32
C: 0.138 0.310 1.016  0.10
C: 1.996 -1.760 0.400  0.07
C: 0.706 -1.909 0.016  0.08
C: -1.693 -1.131 0.048  0.05
C: -2.008 1.628 -1.999  0.00
C: 1.448 0.475 1.309  0.05
C: -0.257 -0.945 0.420  0.27
H: 3.426 -0.387 1.288  0.01
H: 1.861 1.290 1.884  0.00
H: -1.035 2.557 -0.261  0.00
H: -2.801 1.188 -1.382  0.00
H: -2.107 -0.301 -0.529  0.01
H: -0.382 3.103 -1.782  0.00
H: 0.372 -2.838 -0.418  0.00
H: 2.712 -2.562 0.305  0.00
H: -2.450 1.902 -2.952  0.00
H: -1.410 0.716 -2.101  0.00
H: -0.645 1.001 1.282  0.00
H: -1.921 3.654 -1.266  0.00
H: -1.735 -1.958 -0.658  0.00
H: -2.141 -1.449 0.994  0.02

Forces on the atoms, in the same order (eV/Å):
0.2 1.0 0.0
-0.3 0.3 -1.3
0.0 -1.0 0.2
0.4 -0.1 0.7
-0.1 -0.4 0.9
1.4 -1.1 -0.4
-0.3 -1.2 0.5
0.8 -0.2 1.1
-0.7 1.2 -1.6
0.0 -0.2 0.4
-0.4 0.5 -0.3
0.0 -0.2 0.1
-0.5 0.8 0.0
-0.2 0.2 1.1
0.0 -0.4 -0.2
-0.1 0.0 -0.3
0.1 0.0 -0.4
0.2 0.0 -0.1
0.6 0.4 -0.6
0.1 0.2 0.0
-0.2 -0.1 0.0
-0.2 -0.3 0.2
-0.9 0.4 -0.2


Record 6
The following is a DFT calculation (ωB97M-V/def2-TZVPD) of 2 unconnected molecules or ions with the total composition C9H14 at a distorted geometry.

## Properties
spin multiplicity: 2
expectation value of S²: 0.77
energy relative to the best compared isomer or geometry (same formula, charge and spin): 20.1 kJ/mol
net charge: +1
electronic energy: -9551.2328 eV

Each line ends with the Löwdin spin population.
Element x y z (Å)
C: -0.408 0.793 1.073  0.04
C: 1.656 0.517 -0.249  0.16
C: 0.816 0.150 0.876  0.25
C: 1.274 1.519 -1.098  0.02
C: -2.119 -1.679 -1.034  0.00
C: -1.075 -2.616 -0.441  0.01
C: -0.039 1.965 -1.009  0.29
C: -0.875 1.653 0.119  0.11
C: 1.344 -0.882 1.792  0.05
H: 1.892 1.825 -1.928  0.00
H: -1.799 2.184 0.286  0.00
H: 1.959 -1.585 1.242  0.01
H: 2.593 0.018 -0.459  0.00
H: 2.015 -0.387 2.523  0.03
H: -2.758 -2.202 -1.736  0.00
H: -0.187 -2.065 -0.112  0.00
H: -2.810 -1.253 -0.293  0.00
H: -0.667 -3.237 -1.232  0.00
H: -0.460 2.470 -1.863  0.01
H: -1.638 -0.877 -1.613  0.00
H: -0.925 0.666 2.007  0.00
H: 0.565 -1.352 2.382  0.00
H: -1.448 -3.162 0.411  0.00

Forces on the atoms, in the same order (eV/Å):
-0.4 0.7 -0.2
-0.1 0.6 -0.2
1.2 -0.7 -0.3
0.1 -0.7 -0.1
-0.2 0.3 0.0
0.5 0.8 -0.4
-0.8 -0.1 0.0
0.7 0.1 0.4
0.1 0.6 0.4
0.1 0.0 0.0
-0.2 0.0 -0.3
0.0 -0.3 0.1
0.0 -0.2 0.4
-0.1 -0.1 -0.2
-0.1 -0.2 -0.1
-0.1 0.1 0.2
0.4 0.1 -0.1
-0.2 -0.5 0.1
-0.1 0.4 0.0
-0.2 0.0 0.2
-0.3 -0.3 0.1
-0.1 -0.2 -0.1
-0.1 -0.5 0.0


Q: Among the records above, which one has the lowest electronic energy?
A: number 4


Q: Which value of electronic energy does entry 3 give?
A: -9557.5303 eV


Q: Which formula does entry 2 have?
A: C9H14


Q: Among the records above, which one has the highest electronic energy?
A: number 5